[1]
44
Properties=species:S:1:pos:R:3:mulliken_charge:R:1 method="wB97M-V/def2-TZVPD" spin_multiplicity=1 energy_ha=-1390.67522 largest_force_ev_per_a=3.1 charge=+2
C 0.2197 0.6294 -5.1163 0.888
C 1.5849 1.1672 -5.5300 -1.364
C -0.0111 -0.7148 -5.7963 -1.351
C -0.8760 1.5955 -5.5526 -1.350
Cl 0.1722 0.4259 -3.2848 -0.141
H 0.0255 -0.5849 -6.8879 0.367
H -0.9861 -1.1357 -5.5380 0.375
H 0.7510 -1.4461 -5.5162 0.369
H 1.6236 1.3067 -6.6196 0.363
H 2.3830 0.4739 -5.2502 0.372
H 1.8015 2.1278 -5.0561 0.379
H -0.8409 1.7389 -6.6422 0.364
H -0.7681 2.5737 -5.0776 0.374
H -1.8671 1.2111 -5.2959 0.373
C 1.6612 -1.4667 2.3972 -0.213
C 0.9388 -2.3259 1.5339 -0.360
C 1.2750 -2.0030 0.1921 -0.611
H 0.3087 -3.1590 1.8584 0.535
C 2.2808 -0.9569 0.2329 -0.409
C 2.4921 -0.6350 1.6258 -0.758
H 3.2290 0.0790 2.0006 0.420
H 1.6333 -1.5232 3.4862 0.615
H 0.9310 -2.5233 -0.7038 0.553
H 2.8950 -0.6197 -0.6004 0.604
C -2.3496 0.9299 1.8888 -0.615
C -2.1132 -0.2651 2.5996 -0.113
C -2.1067 -1.3455 1.6798 -0.487
H -2.0232 -0.3713 3.6780 0.594
C -2.2944 -0.8238 0.3722 -0.557
C -2.4832 0.6038 0.4956 -0.566
H -2.7822 1.2913 -0.2962 0.551
H -2.4664 1.9265 2.3187 0.415
H -2.0457 -2.4018 1.9534 0.521
H -2.3668 -1.4048 -0.5474 0.563
Sn 0.1909 0.4404 0.3591 1.166
C -0.2067 0.2583 6.4325 -1.127
C 0.5980 1.2293 5.5309 -0.364
C 0.5024 1.0537 4.1055 0.200
N 0.4552 1.1201 2.9406 -0.213
H -1.2911 0.3489 6.2576 0.337
H -0.0305 0.5337 7.4820 0.356
H 0.0707 -0.8025 6.3220 0.321
H 0.2309 2.2412 5.7476 0.318
H 1.6545 1.2029 5.8204 0.304

***

[2]
53
Properties=species:S:1:pos:R:3:mulliken_charge:R:1 method="wB97M-V/def2-TZVPD" relative_energy_ev=0.000 spin_multiplicity=1 largest_force_ev_per_a=3.4 charge=+2
N -1.8839 -0.7907 0.0606 -0.113
C -2.8714 -1.2751 0.6061 0.650
O -3.8289 -1.7186 1.1484 -0.422
Li 0.6051 2.2817 1.1195 0.706
V -0.0688 -0.1371 -0.1813 0.419
N 0.4760 1.7254 -0.5717 0.447
N 0.7827 -1.4739 -1.1155 0.725
C -0.3443 2.4369 -1.5784 0.836
C 0.1774 -2.4734 -2.0229 0.732
C -0.0797 3.9472 -1.5088 -1.592
C -0.0228 1.9551 -2.9876 -1.159
C -1.8123 2.1681 -1.2657 -1.453
C -0.3388 -3.6430 -1.1820 -1.306
C 1.1901 -2.9977 -3.0436 -1.574
C -0.9912 -1.8469 -2.7731 -1.567
H -0.2899 4.3457 -0.5035 0.382
H -0.7484 4.4548 -2.2164 0.464
H 0.9556 4.1976 -1.7770 0.365
H 1.0038 2.2069 -3.2668 0.396
H -0.6941 2.4377 -3.7083 0.502
H -0.1389 0.8696 -3.0864 -0.035
H -2.0697 1.0975 -1.2915 0.278
H -2.4299 2.6953 -2.0037 0.545
H -2.0839 2.5492 -0.2712 0.298
H 0.4860 -4.1344 -0.6532 0.365
H -0.8236 -4.3769 -1.8371 0.473
H -1.0705 -3.2981 -0.4396 0.204
H 1.9906 -3.5784 -2.5712 0.382
H 1.6351 -2.1718 -3.6122 0.400
H 0.6693 -3.6578 -3.7478 0.451
H -1.4309 -2.6127 -3.4252 0.512
H -0.6526 -1.0180 -3.4062 0.356
H -1.7746 -1.4884 -2.0950 0.204
C 1.9439 1.8691 -0.7486 -0.861
H 2.4548 0.8914 -0.8203 0.204
H 2.1801 2.4588 -1.6514 0.420
H 2.3978 2.4105 0.1155 0.352
C 2.1090 -1.8120 -0.5904 -1.140
H 2.2449 -1.3698 0.4073 0.251
H 2.2270 -2.9029 -0.4935 0.477
H 2.9178 -1.4414 -1.2443 0.396
F -4.4548 0.9682 4.9608 -0.233
C -3.2834 0.7871 4.3233 0.611
C -2.7056 1.8262 3.5826 0.103
F -3.3141 3.0296 3.4808 -0.261
C -1.5120 1.5947 2.9279 0.422
F -0.9793 2.6382 2.1635 -0.415
C -0.8730 0.3529 2.9473 0.035
S 0.6152 0.0261 2.0063 -0.369
C -1.4537 -0.6676 3.7156 0.286
F -0.8624 -1.8837 3.7737 -0.322
C -2.6480 -0.4557 4.3943 0.423
F -3.2052 -1.4549 5.1075 -0.249